Entry 1:
DFT (wB97M-V/def2-TZVPD) results for a molecular structure, C27H28N6O4S.

Structure (XYZ):
```
66
Properties=species:S:1:pos:R:3:forces:R:3
S -0.0813 2.0121 -2.4947 0.43 0.11 0.16
O 3.0659 -1.9643 -0.7094 -0.04 -0.08 0.31
O -1.2162 -2.8893 0.2793 -0.34 -0.30 -0.13
O 1.2602 0.6448 0.9727 0.07 0.12 -0.13
O 4.3914 3.7391 -2.1679 0.11 -0.04 0.19
N 3.2977 4.1776 -4.0995 0.03 0.11 -0.20
N 1.1203 2.8345 -3.1970 0.34 0.13 -0.16
N -0.4691 0.9693 4.3932 0.05 0.37 0.19
N 0.7654 -2.0581 0.9905 0.40 0.02 -0.04
N -0.8434 0.3901 0.1707 -0.16 -0.14 0.23
N 2.9922 2.3899 -0.1816 0.46 -0.09 0.32
C 0.7780 1.7585 -1.0044 0.18 0.40 -0.69
C 1.3875 -1.5817 -2.3017 0.22 -0.02 0.12
C 0.4089 0.9124 0.1187 0.29 0.02 0.07
C -4.0081 1.5865 -2.3266 0.03 0.03 0.04
C -0.8758 -2.5187 3.8299 0.01 -0.03 0.09
C -5.1224 2.0179 -3.2284 0.04 0.02 -0.06
C -3.4143 2.4897 -1.4525 -0.02 -0.05 -0.01
C -2.3693 2.1040 -0.6361 -0.07 -0.21 0.14
C -0.8831 -0.2457 2.5596 -0.18 0.38 0.09
C -0.7659 -1.1363 3.6727 0.03 0.31 0.35
C -1.8906 0.7988 -0.6907 -0.40 0.23 -0.23
C 3.3896 3.6567 -2.8608 0.11 0.27 -0.45
C -0.7035 1.0156 3.0481 -0.21 -0.24 -0.31
C 1.2775 -3.0420 -1.8664 0.10 0.06 0.02
C -0.4217 -2.2460 6.1925 0.03 0.11 0.13
C -1.1965 -0.6423 1.1494 0.00 -0.22 0.34
C 2.0420 2.3511 -1.1216 -0.70 -0.11 0.05
C -0.3190 -0.8778 6.0700 0.03 0.01 0.10
C -2.4892 -0.1188 -1.5459 0.11 0.08 0.04
C -0.5481 -1.9891 0.7572 -0.02 0.43 0.14
C 2.2571 -3.1343 -0.6798 -0.26 -0.43 0.30
C 1.5535 -3.2257 0.6868 0.31 -0.15 -0.39
C -0.7007 -3.0535 5.0860 -0.03 -0.20 -0.09
C -3.5353 0.2800 -2.3559 0.01 0.04 0.03
C 2.1664 2.9646 -2.4092 -0.54 -0.38 0.18
C -0.4961 -0.3307 4.8054 -0.08 -0.58 -0.08
C 2.8254 -1.2556 -1.9057 -0.06 0.21 -0.38
H -0.2897 -2.7062 7.1605 0.01 -0.02 0.08
H -0.2697 1.7641 4.9757 -0.02 -0.10 -0.08
H -1.9155 2.8094 0.0444 0.06 0.06 0.07
H 2.3098 -3.3376 1.4669 -0.06 -0.05 -0.01
H -2.1402 -1.1403 -1.5639 0.08 -0.14 0.02
H -0.7821 -4.1211 5.2270 -0.01 -0.09 -0.01
H 3.5232 -1.5911 -2.6881 -0.05 0.06 0.04
H 0.8912 -4.0948 0.6873 0.12 0.02 0.06
H -0.7177 1.9556 2.5308 0.06 0.14 -0.10
H 0.2686 -3.3167 -1.5692 -0.02 -0.06 -0.02
H -1.1018 -3.1534 2.9875 -0.03 -0.12 -0.08
H 2.8767 1.7785 0.6146 0.03 0.08 -0.11
H 1.2555 -1.2100 1.2612 -0.22 -0.10 0.03
H -2.2798 -0.7948 1.0512 0.33 -0.06 -0.07
H -3.9930 -0.4376 -3.0205 -0.06 -0.08 -0.07
H 4.0866 4.6548 -4.5008 -0.03 -0.05 0.08
H -0.1107 -0.2498 6.9239 0.02 0.03 0.10
H -4.7124 2.3966 -4.1651 -0.06 0.04 -0.08
H 3.8887 2.7684 -0.4563 -0.09 -0.05 0.06
H -3.7800 3.5049 -1.4045 -0.04 0.11 0.00
H -5.7068 2.8130 -2.7717 -0.08 0.04 -0.01
H 2.4477 4.0576 -4.6226 0.01 0.01 -0.03
H 1.2038 -1.4337 -3.3635 -0.04 0.05 -0.05
H -5.7791 1.1834 -3.4615 -0.08 -0.01 -0.04
H 3.0010 -0.1969 -1.7075 0.01 -0.02 -0.03
H 0.6919 -0.9640 -1.7342 -0.03 0.04 -0.02
H 1.5993 -3.7033 -2.6713 0.00 -0.02 -0.01
H 2.9053 -4.0185 -0.7774 -0.09 0.11 0.01
```
Forces are in eV/Å.

Summary:
- net charge = 0
- Kohn-Sham gap (eV) = 7.632
- relative energy (zero: lowest compared OMol25 entry of this formula, charge and spin) (kcal/mol) = 5.0

***

Entry 2:
DFT (wB97M-V/def2-TZVPD) results for a molecular structure, C22H41I3MgNO2 at a distorted geometry.

Structure (XYZ):
```
70
Properties=species:S:1:pos:R:3:forces:R:3
I 3.5594 1.8431 -1.1292 -0.84 0.46 0.21
I 0.9509 5.6841 -1.0096 -0.14 -0.62 -0.67
I 5.7776 0.8187 -3.1113 0.21 0.01 -1.61
Mg 6.3418 0.1981 -6.6828 0.75 -0.39 0.28
O -1.3673 2.6205 -5.1795 6.25 -0.61 1.84
O 0.8531 2.9655 -5.8181 -1.14 -1.32 3.12
N 1.7823 1.4045 -3.6478 1.24 0.88 1.86
C -2.0591 -2.4233 6.8049 0.77 1.18 -0.01
C 1.4063 -0.8101 -2.2896 0.05 -1.18 -0.18
C -0.0293 -2.9095 -1.4353 -1.27 1.29 -0.33
C -3.3971 -1.0458 4.9865 0.45 -0.12 -0.16
C -0.6761 -1.9328 -0.3303 0.96 -0.56 0.29
C -1.7790 -1.5252 1.9799 -1.05 -0.05 -1.17
C -0.9014 -2.2753 7.9412 -0.60 -0.63 -0.81
C 0.2242 4.5101 -2.7452 -0.74 -0.28 -0.47
C -1.2045 5.1235 -3.1845 -0.56 0.54 0.14
C 1.9685 -0.0491 -3.5916 -0.18 -1.91 -0.83
C -1.4132 -2.6820 0.8813 0.44 0.98 0.45
C 0.3573 -1.9884 -2.7079 0.84 -0.06 0.11
C -2.0422 -1.1014 5.8587 -0.94 -0.63 0.15
C 2.8787 2.2333 -3.2130 0.22 0.53 -1.57
C 0.0131 2.5667 -4.9569 -4.49 1.37 -3.60
C 4.2526 2.0915 -4.1033 -0.52 1.24 -0.58
C 4.0112 1.6762 -5.6210 0.66 0.27 -0.23
C -3.4269 -2.2204 3.8786 -0.29 0.91 -0.42
C -3.3385 -1.5683 2.4032 0.62 0.04 0.35
C 0.5393 -2.1086 7.2409 -0.36 0.25 0.31
C 0.4308 1.9186 -3.5111 -1.34 -0.56 0.11
C 0.1225 2.9350 -2.3166 -1.18 1.15 -0.23
H 2.2967 -1.3752 -1.8151 -1.37 1.15 -0.44
H 4.1206 2.6049 -6.3010 -0.60 -1.57 1.08
H 0.9543 -0.0821 -1.5328 0.66 -1.03 -1.12
H -0.7285 -3.4465 1.3976 -0.85 1.02 -1.04
H 1.4113 -0.5085 -4.5020 0.78 0.86 1.35
H 1.4120 -2.2434 7.9869 -1.48 0.21 -1.20
H -3.0973 -2.4858 7.2895 1.53 -0.05 -0.64
H -3.9681 -2.1502 1.6364 1.05 0.83 1.10
H -3.4335 -0.0112 4.4867 -0.07 -1.57 0.58
H -3.7052 -0.4720 2.3972 0.29 -1.87 0.21
H 1.0038 4.6926 -3.5628 -1.16 -0.28 1.19
H 3.0777 1.0625 -5.8370 1.13 1.11 0.37
H 0.5862 -1.0389 6.8157 0.16 -1.74 0.50
H -2.3434 -3.2371 0.5173 1.23 0.86 0.50
H -2.5010 -2.8793 4.0193 -1.47 0.70 -0.19
H -0.9956 2.7913 -2.0457 1.89 0.11 -0.49
H 0.8712 -3.4492 -0.9786 -1.27 0.66 -0.88
H -0.9381 -3.2363 8.5685 0.18 1.53 -0.69
H -1.6174 -0.5044 1.4557 0.06 -1.62 1.00
H -1.1273 -1.6152 2.9140 -0.81 0.27 -1.42
H 0.6993 2.7548 -1.3485 -0.40 -0.08 -1.52
H -4.3519 -1.1439 5.6233 1.67 0.25 -0.63
H 4.7433 3.1398 -4.1197 -0.71 -1.90 0.32
H -2.0095 -0.1559 6.4999 0.11 -1.30 -0.69
H -2.0810 4.6045 -2.6444 1.54 0.64 -0.73
H -1.3088 6.2457 -2.9203 0.47 -1.87 -0.43
H -0.3051 1.0332 -3.3835 1.45 1.34 -0.27
H -1.1087 -1.1062 5.1731 -1.61 0.03 1.04
H 0.8619 -2.6557 -3.5058 -0.68 1.10 1.15
H 0.6511 -2.8837 6.3880 -0.14 1.31 1.37
H 3.0686 -0.3838 -3.7354 -1.68 1.07 0.21
H -0.8514 -3.6452 -1.7827 1.54 0.92 0.61
H -4.3766 -2.8479 3.9878 1.40 0.81 -0.11
H -1.1882 -1.3628 8.5848 0.68 -1.47 -0.86
H -1.3591 -1.1621 -0.8395 0.72 -1.23 0.76
H 2.6558 3.3677 -3.2164 -0.10 -2.09 0.03
H -1.8726 -3.3549 6.1573 -0.32 1.30 1.05
H -0.5585 -1.5133 -3.2165 1.15 -0.78 0.95
H -1.4163 5.0320 -4.3045 0.57 -0.13 1.55
H 0.2019 -1.3245 0.1181 -1.43 -0.90 -0.55
H 4.9173 0.9961 -5.8988 -1.94 1.22 0.65
```
Forces are in eV/Å.

Summary:
- net charge = +1
- Kohn-Sham gap (eV) = 2.188

***

Entry 3:
DFT (wB97M-V/def2-TZVPD) results for C6H8 in the gas phase at a distorted geometry.

Structure (XYZ):
```
14
Properties=species:S:1:pos:R:3:forces:R:3
C 1.0461 -1.8335 0.8252 -1.28 1.50 -1.47
C 1.1890 -0.7521 1.5048 0.36 0.66 0.29
C -0.5972 0.0491 -0.5041 -3.45 1.35 0.52
C 0.7607 0.2476 -1.1081 0.84 -0.22 0.71
C 0.5196 -0.4494 0.2113 2.34 -2.85 1.17
C -1.5383 1.2275 -0.0879 3.12 -1.52 0.25
H -1.2728 -0.6848 -0.8923 0.17 -0.72 -0.76
H 1.0292 -0.4158 -1.9769 0.06 1.37 0.87
H 1.6763 -0.3738 2.3899 -0.20 0.27 0.03
H -1.8087 1.7404 -0.9213 -1.21 1.07 -3.01
H 1.1849 -2.8772 0.6548 0.06 -0.26 0.08
H 1.1778 1.2492 -0.8356 -0.12 -0.80 -1.37
H -0.9566 2.0004 0.3623 0.18 0.33 1.51
H -2.4099 0.8723 0.3779 -0.87 -0.20 1.20
```
Forces are in eV/Å.

Summary:
- structure (SMILES) = C[C@H]1CC12C=C2
- net charge = 0
- Kohn-Sham gap (eV) = 9.894
- relative energy (zero: lowest compared OMol25 entry of this formula, charge and spin) (kcal/mol) = 89.5

***

Entry 4:
DFT (wB97M-V/def2-TZVPD) results for C17H25N3O4 in the gas phase at a distorted geometry.

Structure (XYZ):
```
49
Properties=species:S:1:pos:R:3:forces:R:3
O -1.3052 1.8909 -1.1545 -0.25 0.09 -0.36
O -1.6738 -2.4387 -1.4123 -0.10 -0.06 -0.56
O 5.5056 -2.5730 0.7815 0.26 -0.13 -0.01
O 4.1889 -1.5260 2.1176 0.01 0.07 0.30
N 0.1395 0.8033 0.1910 0.18 -0.42 0.25
N 4.4705 -1.9983 1.0352 0.34 -0.03 0.38
N -0.8059 -1.3708 0.3599 0.11 0.30 0.09
C 1.3433 -1.1039 -0.7472 0.12 -0.02 -0.21
C 1.2213 5.3041 0.3458 -0.11 -0.18 -0.21
C 1.6359 -1.5720 -2.0241 -0.04 0.07 0.16
C 2.2489 3.1526 -0.4272 -0.22 0.13 -0.21
C -0.1136 3.1859 0.4845 -0.05 0.17 -0.43
C -3.9038 -2.2008 0.9573 0.03 0.07 -0.05
C -3.6769 -0.7926 1.5041 -0.17 -0.23 -0.01
C 0.9538 3.9544 -0.3150 0.12 0.02 0.21
C 2.8537 -2.1761 -2.2964 -0.01 0.04 0.07
C -2.5764 -2.9621 0.7633 -0.27 -0.03 -0.11
C -1.6641 -2.2548 -0.2156 0.13 -0.23 0.66
C -0.0008 -0.4731 -0.4533 -0.17 -0.18 -0.31
C 2.2808 -1.2601 0.2614 0.24 -0.09 -0.01
C -4.6912 -2.1460 -0.3481 0.02 -0.05 0.21
C 3.7998 -2.3198 -1.2985 0.14 -0.01 0.24
C 3.5009 -1.8583 -0.0230 -0.92 0.17 -0.90
C -0.5077 1.9217 -0.2472 0.06 0.15 0.52
H -3.1640 -0.1710 0.7736 0.05 0.12 -0.04
H -2.7972 -3.9509 0.3594 0.11 0.00 0.02
H 3.0645 -2.5356 -3.2913 0.03 -0.03 -0.08
H -4.4883 -2.7649 1.6944 0.08 0.02 -0.06
H 1.9538 5.8669 -0.2274 0.09 0.10 -0.02
H -3.0934 -0.8187 2.4235 0.09 0.07 0.12
H 2.9978 3.7291 -0.9649 0.12 0.02 -0.04
H 4.7575 -2.7814 -1.4833 0.02 -0.02 -0.01
H 0.5585 4.1245 -1.3215 -0.03 -0.02 0.05
H -4.1234 -1.6242 -1.1138 0.02 0.05 -0.13
H 0.2621 2.9611 1.4842 0.03 0.01 0.08
H 2.6462 2.9234 0.5605 0.08 -0.05 0.15
H -0.8170 -1.2214 1.3553 -0.11 -0.02 -0.05
H -4.6332 -0.3256 1.7282 -0.07 0.09 0.04
H -0.5538 -0.3153 -1.3901 0.22 -0.02 0.26
H 1.6087 5.1648 1.3532 0.06 0.01 0.14
H 0.8308 0.8891 0.9188 -0.01 0.14 -0.09
H 0.8945 -1.4715 -2.8013 -0.11 0.01 -0.09
H -5.6337 -1.6242 -0.1990 -0.11 0.05 -0.01
H 2.0899 2.2217 -0.9676 0.09 -0.10 -0.03
H -2.0749 -3.0786 1.7259 0.03 -0.03 0.02
H -4.9050 -3.1491 -0.7090 -0.04 -0.09 -0.11
H -1.0030 3.8112 0.5725 -0.02 -0.09 0.05
H 0.3090 5.8923 0.4057 -0.08 0.11 0.04
H 2.0903 -0.9381 1.2749 0.01 0.01 0.07
```
Forces are in eV/Å.

Summary:
- structure (SMILES) = CC(C)CC(=O)NC(NC(=O)CC(C)C)c1cccc([N+](=O)[O-])c1
- net charge = 0
- Kohn-Sham gap (eV) = 9.121
- relative energy (zero: lowest compared OMol25 entry of this formula, charge and spin) (kcal/mol) = 61.3

***

Calculated values (eV) of DFT total energy for the records, taken in order: -56421.99162 -58793.42821 -6346.90392 -30694.01355.